(1)
Molecular formula: C24H36N4O12
Method: DFT, ωB97M-V with the def2-TZVPD basis set

Output
- energy above the lowest of the compared OMol25 structures with the same formula, charge and spin (kJ/mol) = 0.0
- total charge = 0
- E_LUMO (eV) = 0.41
- energy (Ha) = -2058.0226
- SMILES string = C[C@H]1COC(=O)O1.C[C@H]1COC(=O)O1.C[C@H]1COC(=O)O1.C[C@H]1COC(=O)O1.CC#N.CC#N.CC#N.CC#N

Atoms and positions in Å:
C -0.0248 -1.8221 -5.0121
C 1.0522 -2.8718 -5.0702
C 1.3455 -3.5510 -3.7119
O 0.9956 -4.9125 -3.9657
C 0.6156 -5.1284 -5.2422
O 0.2105 -6.1852 -5.6837
O 0.5855 -3.9496 -5.9122
H -0.8137 -2.1327 -4.3520
H -0.4102 -1.4714 -6.0191
H 0.4471 -0.9226 -4.5853
H 1.9892 -2.5072 -5.5301
H 0.8271 -3.2129 -2.8269
H 2.3847 -3.5319 -3.3912
C 1.4785 -1.8993 1.4380
C 0.1476 -1.1839 1.4949
C -0.7074 -1.4074 2.7732
O -0.4451 -0.1125 3.4541
C 0.1737 0.7986 2.6718
O 0.4188 1.9261 2.9025
O 0.2857 0.2481 1.4373
H 2.3334 -1.5136 2.0385
H 1.8046 -1.8448 0.3969
H 1.3207 -2.9474 1.7509
H -0.4266 -1.5637 0.6349
H -0.4332 -2.2173 3.4267
H -1.7782 -1.4315 2.5153
C -3.0968 3.0079 3.2833
C -3.3669 1.8759 2.2622
C -4.6769 2.2321 1.4217
O -4.1371 2.6837 0.2312
C -2.8672 2.2695 0.0668
O -2.2409 2.2614 -0.9387
O -2.3126 1.8787 1.2818
H -3.0747 4.0543 2.8433
H -2.1973 2.8445 3.8304
H -3.9485 3.1658 3.9853
H -3.4211 0.9533 2.7878
H -5.2610 3.0358 1.8293
H -5.2758 1.3593 1.2015
C 0.1914 4.8099 0.7731
C 1.6447 4.8899 1.3590
C 1.6960 4.8328 2.8818
O 2.8225 4.0035 3.1536
C 3.0768 3.2084 2.1053
O 3.8467 2.2684 2.0293
O 2.3865 3.6346 0.9144
H 0.1315 4.9813 -0.2835
H -0.5631 5.5308 1.0879
H -0.1278 3.7752 0.9408
H 2.2952 5.6760 0.9684
H 0.7803 4.3512 3.3210
H 1.9210 5.8433 3.2038
C -0.8989 -6.0085 0.1821
C -0.9612 -4.5998 -0.1214
N -1.0932 -3.4810 -0.3614
H -1.5156 -6.5901 -0.4606
H -1.2308 -6.1797 1.2199
H 0.1028 -6.3693 0.0629
C 4.7644 -0.3761 0.5155
C 5.0836 -1.5416 1.3118
N 5.4091 -2.4578 1.9585
H 3.8069 -0.4783 -0.1272
H 5.5494 -0.0396 -0.1577
H 4.5879 0.4719 1.1809
C 0.9390 1.7344 -1.3421
C 1.3818 0.3804 -1.6348
N 1.7414 -0.6711 -1.8806
H -0.1338 1.7804 -1.2048
H 1.1291 2.3562 -2.2414
H 1.3522 2.3066 -0.5265
C -2.7388 -0.7047 -1.8409
C -3.3365 -0.7966 -0.5332
N -3.7928 -0.8144 0.5016
H -3.2333 -1.3574 -2.5944
H -1.7022 -0.9958 -1.7992
H -2.8122 0.3527 -2.2800

Cartesian forces, eV/Å:
C 0.6256 1.5797 -0.8986
C 0.2123 0.0205 -0.3183
C 0.4955 -0.4475 -0.3107
O 0.0484 -0.8187 0.0472
C -1.5294 -0.7103 -0.3419
O 1.1227 1.7781 0.7525
O 0.4282 -0.5801 0.2726
H -0.5567 -0.1434 0.0946
H 0.4050 -0.8631 1.0839
H -0.2621 -0.1990 0.1506
H -0.5140 0.0020 0.2237
H -0.7598 0.3402 -0.1457
H 0.2620 0.0989 -0.4585
C 0.7471 -0.1564 0.1834
C -0.5390 -0.7921 0.3226
C 0.3082 2.5187 -0.9115
O -0.0146 -0.2680 1.1943
C -1.7749 -2.6546 -1.7819
O 0.4880 1.1958 0.9307
O 0.7066 -0.2011 -0.3285
H -0.9165 0.0708 -0.0263
H 0.1029 -0.3636 0.0955
H 0.1327 0.3460 -0.3800
H 0.1627 0.7131 0.2469
H 0.2945 -0.1407 0.1600
H 0.3597 -0.0171 0.2435
C -1.4180 1.3876 -0.4983
C -0.9175 2.8470 0.3137
C 1.2347 -1.2299 1.2998
O 1.0850 0.3037 -2.0770
C 0.5098 -0.2706 2.0177
O -0.0724 0.2927 -0.6416
O -1.5523 0.0402 -1.0184
H 0.3717 -1.3222 -0.1637
H 0.6885 -0.1455 0.4237
H 0.4965 -0.8066 -0.2225
H 0.0316 -0.9722 -0.0285
H -0.2239 0.1937 0.4843
H -0.2490 -0.2451 0.2125
C 0.9290 -0.3493 0.1072
C -0.6172 -1.3825 -1.4351
C -0.6444 -0.3735 -0.6678
O 0.3400 -0.7693 -0.3437
C 0.6185 -1.2127 -2.7687
O -1.5379 2.0274 0.9028
O -0.1266 1.1210 3.5189
H 0.6508 -0.1468 -0.8455
H 0.3325 -0.0078 0.9881
H -0.2490 0.2797 0.2273
H -0.4751 0.2247 0.0329
H 0.8979 0.6868 -0.3008
H -0.2328 -0.0720 0.6924
C 0.0719 -0.0809 1.1383
C -0.4829 0.8935 -0.3356
N 0.1726 -0.5682 0.0229
H -0.6418 -0.2544 -0.6408
H 0.2062 0.0935 -0.3906
H 0.6379 -0.1603 0.0541
C -1.8447 0.8912 -0.9772
C 0.9609 -1.9271 0.9198
N -0.8097 1.7555 -1.2260
H 1.5248 -0.2006 1.1472
H 0.2835 -0.4755 0.0341
H -0.1006 -0.1444 0.0194
C -0.5035 1.0112 -1.4245
C -0.2059 1.6827 0.9511
N 0.3452 -1.3970 -0.4227
H -0.2849 -0.3411 0.0490
H -0.0072 -0.3973 0.2889
H 0.6853 -0.6759 0.4875
C -0.4313 1.0118 -2.0938
C 0.7307 0.2142 -1.9231
N -0.9329 -0.0723 2.1559
H 0.1677 0.2110 0.7661
H 0.4272 -0.0591 0.1054
H 0.1263 -1.4173 0.9845

(2)
Molecular formula: C24H36N9NaS
Method: DFT, ωB97M-V with the def2-TZVPD basis set

Output
- total charge = +2
- E_LUMO (eV) = -5.24
- energy (Ha) = -1989.0869

Atoms and positions in Å:
Na 0.3281 -0.3506 -0.0484
C -0.5694 -1.3512 -3.1048
C -0.5239 0.1473 -3.1468
C -1.1731 0.8612 -4.1551
C -1.1313 2.2407 -4.1295
C -0.4213 2.8743 -3.1173
C 0.2206 2.0932 -2.1657
N 0.1454 0.7609 -2.1723
C 1.0300 2.7093 -1.0670
C 1.5270 4.0038 -1.1864
C 2.1881 4.5629 -0.1014
C 2.3789 3.7978 1.0351
C 1.9419 2.4673 1.0427
N 1.2361 1.9607 0.0272
C 2.2870 1.5634 2.1843
C 3.3784 1.8569 2.9896
C 3.6856 0.9988 4.0351
C 2.9046 -0.1222 4.2275
C 1.8455 -0.3688 3.3565
C 0.9959 -1.5977 3.5191
N 1.5425 0.4643 2.3544
H -0.6468 -1.7814 -4.1021
H -1.4525 -1.6700 -2.5404
H 0.3257 -1.7465 -2.6235
H -1.6914 0.3300 -4.9420
H -1.6309 2.8218 -4.8934
H -0.3661 3.9533 -3.0926
H 1.4221 4.5586 -2.1076
H 2.5669 5.5759 -0.1491
H 2.8888 4.2183 1.8893
H 4.0153 2.7080 2.7986
H 4.5323 1.2001 4.6778
H 3.1131 -0.8172 5.0296
H 1.5257 -2.3675 4.0773
H 0.7388 -1.9956 2.5380
H 0.0779 -1.3727 4.0696
N -1.2015 4.0807 0.6922
C -1.8694 2.7170 0.7037
C -1.9024 2.2102 2.1299
C -2.5120 0.8089 2.1833
N -1.5213 -0.1662 1.6972
C -3.8324 0.7482 1.4084
C -3.8490 1.4029 0.0223
N -3.0766 0.6190 -0.9495
C -3.2488 2.8112 0.0890
H -0.2276 4.0174 1.0116
H -1.6929 4.7359 1.3033
H -1.1886 4.4737 -0.2499
H -1.2360 2.0846 0.0897
H -2.5085 2.8850 2.7457
H -0.8935 2.1845 2.5560
H -2.7537 0.6148 3.2342
H -1.9032 -1.0984 1.8240
H -0.7030 -0.1082 2.2973
H -4.5962 1.2370 2.0188
H -4.1575 -0.2931 1.3218
H -4.8974 1.5091 -0.2743
H -3.2729 0.9322 -1.8951
H -3.3603 -0.3530 -0.9050
H -3.8944 3.4628 0.6881
H -3.1947 3.2300 -0.9216
N -0.3972 -3.1492 -0.1315
N 0.6429 -4.0619 0.0693
C 1.9435 -3.6733 0.1236
N 2.8210 -4.6774 0.2305
S 2.4593 -2.0849 0.0976
H -1.1297 -3.3589 0.5367
H -0.7756 -3.2724 -1.0651
H 0.4313 -5.0406 -0.0561
H 2.5493 -5.6468 0.2521
H 3.8006 -4.4539 0.2466

Cartesian forces, eV/Å:
Na 0.0433 -0.0912 0.2148
C -0.0338 -0.0487 -0.0143
C 0.0158 0.0921 -0.0806
C 0.0440 -0.0290 0.0360
C 0.0032 -0.0209 0.0093
C -0.0022 -0.0123 -0.0011
C -0.0128 0.0508 -0.0191
N -0.0395 -0.1027 -0.0343
C -0.0073 -0.0750 0.0246
C 0.0308 0.0408 0.0452
C -0.0330 -0.0491 -0.0607
C 0.0108 -0.0202 0.0183
C 0.0233 0.0464 0.0267
N 0.0662 0.1395 -0.1047
C 0.0234 -0.0016 0.0014
C 0.0608 -0.0367 0.0334
C -0.0384 -0.0345 -0.0079
C 0.0078 0.0156 -0.0291
C -0.0019 0.0325 -0.0561
C 0.0153 0.0290 0.0193
N -0.0961 -0.0174 0.0950
H -0.0199 0.0451 -0.0087
H 0.0345 -0.0021 -0.0220
H -0.0082 0.0361 0.0160
H -0.0092 0.0232 -0.0102
H 0.0027 0.0000 -0.0009
H 0.0114 0.0189 -0.0094
H -0.0027 -0.0019 -0.0032
H -0.0047 -0.0093 -0.0051
H -0.0088 -0.0226 0.0081
H -0.0482 0.0171 -0.0245
H -0.0054 0.0001 -0.0064
H 0.0137 0.0045 -0.0130
H 0.0020 0.0074 -0.0138
H -0.0151 -0.0452 -0.0233
H 0.0198 0.0205 -0.0111
N -0.0304 -0.0426 0.0348
C 0.0883 0.1144 0.0183
C -0.0044 0.0511 0.0241
C -0.0438 -0.0184 0.0488
N -0.1459 0.0737 -0.0304
C -0.0274 -0.0217 -0.0251
C 0.0423 -0.0223 0.0219
N 0.0101 -0.0060 0.0397
C -0.0129 0.0279 0.0041
H 0.0159 -0.0267 -0.0130
H -0.0358 0.0046 0.0082
H 0.0167 0.0003 -0.0258
H -0.0161 -0.0623 -0.0278
H 0.0025 -0.0119 -0.0142
H -0.0111 -0.0102 -0.0059
H -0.0010 -0.0168 -0.0118
H 0.0162 -0.0065 -0.0051
H 0.0497 -0.0311 -0.0150
H 0.0124 0.0334 -0.0252
H 0.0254 0.0017 -0.0057
H -0.0088 -0.0258 -0.0026
H -0.0236 0.0191 0.0156
H -0.0123 -0.0019 -0.0106
H 0.0012 -0.0236 -0.0061
H -0.0035 -0.0040 0.0096
N -0.0116 -0.0006 0.0515
N 0.0229 -0.0497 -0.0259
C -0.0928 0.0652 0.0409
N -0.0102 -0.1081 -0.0312
S 0.1210 0.0859 -0.0615
H -0.0169 0.0008 0.0048
H 0.0037 0.0057 0.0092
H 0.0232 -0.0272 0.0059
H 0.0109 0.0144 0.0034
H 0.0043 0.0202 0.0134

| no. | Kohn-Sham gap (eV) | HOMO energy (Eh) |
| --- | --- | --- |
| 1 | 11.19 | -0.39602 |
| 2 | 8.07 | -0.48912 |